133
Properties=species:S:1:pos:R:3:forces:R:3 method="wB97M-V/def2-TZVPD" e_above_lowest_ev=0.4650 orbital_gap_ev=8.132 lumo_ev=-1.968 total_charge=+1
C 6.7923 1.6108 0.9392 0.2 -0.1 -0.1
C 6.7344 0.5093 -0.0986 0.1 0.2 0.1
O 5.5656 0.6425 -0.9027 0.2 0.1 -0.1
C 5.8832 1.0517 -2.2236 0.0 -0.1 0.4
C 4.5936 1.3934 -2.9870 0.1 -0.3 -0.1
O 3.4490 0.9191 -2.3090 -0.2 0.2 -0.3
C 2.6026 1.8963 -1.7399 0.1 -0.3 0.1
C 2.1639 1.3155 -0.4129 0.3 0.3 -0.3
O 1.2435 2.2151 0.1876 -0.2 -0.3 -0.1
C 1.0659 2.0558 1.5834 0.4 0.5 -0.2
C -0.2873 1.5146 1.9877 0.1 0.0 0.0
O -1.3033 2.5145 1.9039 0.0 -0.5 0.0
C -1.9018 2.7125 0.6525 -0.2 0.6 0.0
O -1.1330 3.5064 -0.1894 -0.3 -0.3 -0.2
C -1.5227 4.8760 -0.2701 0.5 0.5 0.0
C -1.0185 5.7141 0.9098 -0.3 -0.1 -0.3
C -2.3007 1.4294 -0.0716 0.3 0.4 -0.4
C -2.7793 1.8126 -1.4750 -0.4 0.2 0.1
O -3.6355 0.8616 -2.0619 0.3 -0.2 0.2
C -4.9689 0.8404 -1.5302 0.1 -0.2 -0.5
C -5.4336 -0.6042 -1.3191 0.2 0.1 0.1
O -6.5929 -0.9084 -2.0432 0.1 -0.3 0.3
C -6.3973 -1.6600 -3.2328 -0.4 0.0 -0.4
C -6.1732 -0.7603 -4.4355 0.2 0.1 0.4
N -1.1535 0.4457 -0.0839 -0.6 0.5 0.5
C -1.5167 -0.8058 -0.7968 -0.2 -0.1 -0.3
C -1.0512 -0.9117 -2.2622 -0.2 -0.8 -0.2
C -0.3864 -2.2658 -2.5066 0.4 0.6 0.2
Cl 0.0803 0.3719 -2.7464 -0.2 -0.1 -0.2
C -0.7177 0.1807 1.3672 -0.1 -0.5 1.0
N -1.7948 -0.3260 2.1744 0.0 0.3 -0.3
C 0.4662 -0.8080 1.3741 -0.4 -0.8 -0.1
C 0.1707 -2.2438 1.8505 0.6 0.1 -0.2
C 1.3181 -3.1826 1.4336 0.1 0.3 0.0
S 2.5714 -3.4223 2.7177 0.1 -0.3 0.2
H 7.7409 1.5835 1.4729 0.1 0.0 0.1
H 5.9962 1.5088 1.6723 -0.2 0.1 0.0
H 6.7271 2.5739 0.4364 -0.1 0.1 0.1
H 7.6366 0.5633 -0.7104 0.0 -0.1 -0.2
H 6.7333 -0.4752 0.3699 -0.1 -0.1 0.0
H 6.4357 0.2539 -2.7255 0.0 -0.1 -0.1
H 6.5382 1.9262 -2.1874 0.1 0.1 -0.1
H 4.6249 0.8961 -3.9563 0.0 0.0 -0.1
H 4.5432 2.4626 -3.1827 -0.2 0.1 0.1
H 3.1008 2.8534 -1.5977 0.1 0.1 0.0
H 1.7266 2.0375 -2.3803 0.2 0.4 0.0
H 1.6951 0.3533 -0.6382 0.3 0.0 0.1
H 3.0530 1.1680 0.2016 0.0 -0.1 0.1
H 1.1426 3.0377 2.0526 0.0 0.1 -0.1
H 1.8881 1.4658 1.9875 -0.1 -0.1 0.1
H -0.2096 1.2757 3.0482 0.0 0.1 0.1
H -2.8427 3.2264 0.8718 -0.1 0.0 0.1
H -2.6022 4.9729 -0.4020 -0.1 -0.2 0.1
H -1.0660 5.2452 -1.1843 0.0 -0.1 -0.1
H -1.8288 5.9728 1.5852 0.1 0.0 0.2
H -0.5796 6.6340 0.5348 0.0 0.1 0.1
H -0.2479 5.1576 1.4330 0.1 0.0 0.1
H -3.1379 0.9988 0.4692 0.1 -0.4 0.1
H -3.3082 2.7642 -1.3765 0.0 0.1 0.0
H -1.9406 2.0111 -2.1317 0.1 -0.2 -0.2
H -5.6235 1.2761 -2.2828 -0.1 0.2 0.1
H -5.0318 1.4234 -0.6122 0.0 0.1 0.1
H -4.6055 -1.2606 -1.6042 0.0 -0.1 -0.1
H -5.6310 -0.7985 -0.2628 -0.1 0.1 0.1
H -7.3145 -2.2270 -3.3826 -0.1 0.0 0.1
H -5.5949 -2.3909 -3.1126 0.2 0.0 0.1
H -6.8948 0.0513 -4.3853 -0.1 0.0 -0.2
H -5.1744 -0.3230 -4.4111 0.1 0.1 -0.1
H -6.2997 -1.2988 -5.3697 0.0 -0.1 -0.1
H -0.3659 0.9428 -0.5302 0.1 -0.2 -0.2
H -2.5995 -0.8737 -0.7756 -0.1 0.1 -0.1
H -1.1582 -1.6762 -0.2590 0.4 0.2 0.2
H -1.9178 -0.8442 -2.9105 -0.1 0.4 0.0
H -0.2024 -2.3893 -3.5685 -0.1 -0.2 -0.1
H 0.5840 -2.2717 -2.0069 0.0 -0.2 0.1
H -0.9972 -3.0724 -2.1096 -0.1 -0.1 -0.1
H -2.3505 -1.0524 1.7461 0.1 -0.2 0.1
H -2.4005 0.3893 2.5626 -0.2 0.0 0.0
H 1.2323 -0.4361 2.0481 0.2 0.1 -0.2
H 0.8834 -0.9021 0.3703 0.1 0.2 0.1
H 0.1396 -2.2442 2.9341 -0.5 -0.1 0.1
H -0.7607 -2.6362 1.4489 -0.2 0.0 0.1
H 1.8417 -2.8196 0.5510 -0.1 0.0 -0.2
H 0.9374 -4.1664 1.1770 0.0 -0.2 0.2
H 3.3183 -2.3361 2.4912 0.0 0.1 -0.1
C -2.5639 1.5894 4.7560 0.0 0.0 -0.2
O -3.7423 1.2275 4.0527 0.1 -0.1 0.0
C -4.6884 0.4662 4.8067 -0.2 -0.1 -0.1
C -5.9225 1.2827 5.1156 0.1 0.2 0.1
N -5.6290 2.3467 6.0628 0.0 0.0 -0.2
C -6.6900 3.3376 6.2319 0.1 0.0 0.1
C -7.1324 4.1469 5.0180 -0.2 0.0 0.0
O -6.1730 5.0733 4.5418 0.1 -0.1 0.0
C -5.1790 4.5468 3.6925 0.0 0.2 0.0
H -1.8997 1.9794 3.9879 0.1 0.1 0.3
H -2.7335 2.3676 5.5051 -0.1 -0.1 0.0
H -2.1092 0.7189 5.2385 0.0 0.0 0.0
H -4.2312 0.0776 5.7201 0.0 0.1 0.0
H -4.9831 -0.3871 4.1894 0.0 0.0 0.0
H -6.6800 0.6221 5.5466 0.0 0.0 0.0
H -6.3138 1.6613 4.1605 0.0 -0.1 0.0
H -4.7850 2.8239 5.7765 0.0 0.0 0.0
H -6.3468 4.0453 6.9893 0.0 0.0 0.0
H -7.5678 2.8334 6.6473 0.0 0.0 0.0
H -7.9875 4.7494 5.3307 0.0 0.0 0.0
H -7.4842 3.5117 4.1952 0.1 0.0 0.0
H -5.5685 3.7380 3.0656 0.0 -0.1 0.0
H -4.3103 4.1842 4.2517 0.0 -0.1 0.0
H -4.8398 5.3572 3.0455 0.0 0.0 0.0
C 4.9721 -2.2634 -1.7749 0.0 -0.2 0.0
O 4.5747 -3.5938 -1.4916 0.0 0.1 0.0
C 3.6701 -4.1580 -2.4272 -0.2 -0.2 0.1
C 4.3263 -5.2281 -3.2731 0.2 0.1 -0.1
N 5.2988 -4.6525 -4.1901 0.0 0.0 0.1
C 6.1579 -5.6183 -4.8718 0.0 0.2 -0.1
C 7.0588 -6.5178 -4.0330 0.0 -0.2 -0.1
O 8.1220 -5.8481 -3.3853 0.0 0.1 0.0
C 7.7973 -5.2181 -2.1630 0.1 0.0 0.0
H 5.4879 -1.8842 -0.9003 0.0 0.0 0.1
H 5.6630 -2.2225 -2.6263 -0.1 0.1 0.0
H 4.1132 -1.6190 -1.9795 0.0 0.1 0.0
H 3.2300 -3.3803 -3.0607 0.1 0.0 -0.1
H 2.8625 -4.6245 -1.8528 0.0 0.0 0.0
H 3.5535 -5.7400 -3.8553 0.0 0.0 0.0
H 4.7698 -5.9625 -2.5875 -0.1 0.0 0.0
H 5.8825 -3.9995 -3.6850 0.0 0.0 0.0
H 6.8029 -5.0506 -5.5463 0.0 0.0 0.0
H 5.5263 -6.2540 -5.5007 0.0 0.0 0.0
H 7.5338 -7.2218 -4.7202 0.0 0.0 0.0
H 6.4943 -7.1212 -3.3110 0.0 0.1 0.0
H 7.0378 -5.7755 -1.6080 0.0 0.0 0.0
H 7.4537 -4.1895 -2.3121 -0.1 0.0 0.0
H 8.7066 -5.1791 -1.5634 0.0 0.0 0.0